1.
{
  "formula": "C45H52Br5F4N6O3P2Rb",
  "method": "ωB97M-V with the def2-TZVPD basis set",
  "relative_energy_ev": 0.2217,
  "total_charge": -2,
  "multiplicity": 1,
  "lumo_energy_ha": 0.1317,
  "energy_ev": -442910.6723,
  "max_force_ev_per_a": 0.82,
  "homo_lumo_gap_ev": 4.61,
  "homo_energy_ev": -1.03,
  "species": ["Rb", "F", "C", "C", "F", "C", "F", "C", "P", "C", "C", "C", "C", "C", "C", "C", "C", "C", "C", "C", "C", "C", "Br", "C", "F", "H", "H", "H", "H", "H", "H", "H", "H", "H", "H", "Br", "C", "C", "Br", "C", "Br", "C", "O", "C", "O", "C", "Br", "C", "N", "C", "C", "C", "N", "C", "C", "O", "H", "H", "H", "H", "H", "H", "H", "H", "H", "H", "H", "H", "N", "P", "N", "C", "C", "C", "C", "C", "N", "C", "C", "C", "C", "C", "N", "C", "C", "C", "C", "C", "H", "H", "H", "H", "H", "H", "H", "H", "H", "H", "H", "H", "H", "H", "H", "H", "H", "H", "H", "H", "H", "H", "H", "H", "H", "H", "H", "H", "H", "H"],
  "coordinates": [[-0.777772, -0.030021, 0.676300], [2.716496, 5.466997, 5.569221], [2.268059, 4.261966, 5.210212], [2.364750, 3.204252, 6.095252], [2.902900, 3.384428, 7.306320], [1.895742, 1.965829, 5.696598], [2.006713, 0.967406, 6.583651], [1.321460, 1.740567, 4.451648], [0.649917, 0.089768, 3.979080], [2.102447, -1.005768, 3.929322], [2.489674, -1.400756, 2.649198], [3.562312, -2.263369, 2.473131], [4.239905, -2.755628, 3.574054], [3.850356, -2.383714, 4.855726], [2.792641, -1.511056, 5.032869], [-0.276242, -0.381217, 5.467536], [-0.417030, -1.722156, 5.808007], [-1.265579, -2.101912, 6.836123], [-1.998310, -1.149860, 7.527327], [-1.881142, 0.187480, 7.175932], [-1.030862, 0.567719, 6.153251], [1.233529, 2.821927, 3.556926], [0.503481, 2.743578, 1.801130], [1.708749, 4.066736, 3.956116], [1.648378, 5.127237, 3.149761], [1.915030, -1.088360, 1.786794], [3.832664, -2.572003, 1.472116], [5.064205, -3.444930, 3.437817], [4.369887, -2.780892, 5.719002], [2.485710, -1.228412, 6.030489], [0.103531, -2.486433, 5.247251], [-1.360712, -3.153616, 7.080245], [-2.669720, -1.449952, 8.322748], [-2.463691, 0.939064, 7.693176], [-0.967658, 1.615312, 5.881843], [-3.297297, 4.684041, -4.286799], [-3.142693, 3.665664, -2.689356], [-4.259784, 3.242991, -2.017863], [-5.998991, 3.618956, -2.689340], [-4.104913, 2.531559, -0.816551], [-5.621126, 1.859793, 0.124326], [-2.865148, 2.232558, -0.229077], [-2.749698, 1.614579, 0.870561], [-1.657985, 2.622184, -1.002452], [-0.492648, 2.270121, -0.598467], [-1.870562, 3.352285, -2.176097], [-0.291844, 3.868578, -3.104340], [-0.937111, -3.730520, -5.584753], [-2.034549, -3.160233, -4.847564], [-3.194309, -4.009842, -4.727526], [-4.362971, -3.248258, -4.136332], [-3.896494, -2.522435, -2.893638], [-2.773447, -1.662516, -3.201156], [-2.493342, -0.678884, -2.172823], [-1.767386, -2.061422, -4.030537], [-0.713916, -1.449898, -4.142153], [-1.220661, -3.900321, -6.629730], [-0.630800, -4.696673, -5.159360], [-0.094168, -3.047803, -5.546939], [-2.961396, -4.892672, -4.108304], [-3.445036, -4.384891, -5.727748], [-5.177390, -3.933684, -3.894414], [-4.740171, -2.520707, -4.857763], [-3.613436, -3.229666, -2.103725], [-4.694133, -1.896642, -2.486371], [-3.416007, -0.127907, -1.968993], [-1.742114, 0.035780, -2.496595], [-2.188691, -1.181475, -1.245111], [-0.436972, -2.687617, 0.889105], [-1.411460, -3.552555, 1.664989], [-0.835321, -4.122818, 3.194603], [0.596502, -4.404829, 3.203350], [1.012338, -5.087798, 4.500417], [0.360505, -6.467113, 4.617523], [-1.037494, -6.454216, 3.983628], [-1.623476, -5.041234, 4.006531], [-1.985142, -4.941778, 0.810069], [-1.086486, -5.477910, -0.190596], [-1.794711, -5.570040, -1.550093], [-3.265588, -5.986471, -1.374624], [-3.433578, -6.737670, -0.063917], [-3.120931, -5.800919, 1.112834], [-2.946453, -2.962547, 2.175701], [-3.760915, -2.486091, 1.065315], [-5.207780, -2.290706, 1.505151], [-5.270196, -1.295836, 2.658050], [-4.341069, -1.750535, 3.776358], [-2.932894, -1.975401, 3.240385], [1.133405, -3.468629, 3.057084], [0.890432, -5.048051, 2.354582], [0.720543, -4.462627, 5.349600], [2.101657, -5.164347, 4.544390], [0.304044, -6.768564, 5.669094], [0.986443, -7.212103, 4.117366], [-1.704637, -7.161253, 4.485511], [-0.968234, -6.770670, 2.941082], [-1.663906, -4.687892, 5.050765], [-2.654096, -5.019436, 3.649463], [-0.692922, -6.461992, 0.121875], [-0.244324, -4.783086, -0.254823], [-1.276312, -6.280155, -2.204404], [-1.720690, -4.587457, -2.027583], [-3.607085, -6.583712, -2.226397], [-3.908124, -5.104392, -1.343633], [-2.758582, -7.599203, -0.058824], [-4.445168, -7.137091, 0.052924], [-2.969452, -6.418914, 2.010016], [-3.996482, -5.175073, 1.316279], [-3.690924, -3.206744, 0.246667], [-3.387375, -1.523589, 0.670918], [-5.629807, -3.255431, 1.809655], [-5.792406, -1.929160, 0.652756], [-6.294630, -1.177427, 3.024566], [-4.944009, -0.318029, 2.291675], [-4.707999, -2.684225, 4.219248], [-4.297703, -1.003159, 4.576079], [-2.274303, -2.323836, 4.036287], [-2.538763, -1.009000, 2.884232]],
  "forces_ev_per_a": [[0.42, -0.46, 0.03], [0.04, 0.09, 0.04], [-0.10, -0.14, -0.14], [-0.12, -0.08, -0.25], [0.05, 0.02, 0.09], [-0.01, 0.14, -0.10], [0.09, 0.01, 0.14], [0.10, 0.01, 0.00], [-0.40, 0.18, -0.58], [0.16, -0.04, 0.03], [-0.03, 0.04, 0.04], [0.00, 0.01, -0.06], [0.07, -0.04, 0.00], [0.06, -0.05, 0.00], [-0.11, 0.07, 0.02], [0.02, 0.01, 0.05], [0.00, -0.06, 0.04], [0.00, -0.06, 0.04], [-0.04, -0.05, 0.05], [-0.07, -0.01, 0.07], [-0.02, 0.07, 0.00], [0.13, 0.31, 0.04], [0.02, -0.07, 0.25], [0.08, -0.16, 0.29], [0.01, 0.07, -0.05], [-0.03, -0.01, 0.01], [0.02, -0.02, 0.00], [0.01, -0.01, 0.01], [0.01, -0.01, 0.01], [0.00, -0.04, 0.01], [0.05, 0.03, -0.07], [-0.03, 0.01, 0.02], [0.01, 0.01, 0.00], [-0.01, 0.01, 0.01], [0.02, -0.01, -0.03], [-0.02, 0.02, -0.04], [0.04, 0.15, -0.24], [-0.19, -0.01, -0.02], [-0.02, 0.01, 0.00], [-0.15, -0.01, 0.02], [-0.01, -0.03, 0.03], [0.06, 0.17, -0.29], [-0.21, 0.03, 0.33], [-0.21, 0.09, 0.02], [0.07, 0.33, 0.08], [0.12, -0.03, 0.01], [0.05, 0.01, -0.01], [0.10, -0.08, -0.07], [0.10, 0.02, 0.02], [-0.09, -0.14, 0.06], [0.01, -0.04, 0.02], [0.00, -0.03, 0.06], [-0.10, -0.01, 0.06], [-0.22, 0.25, 0.19], [0.09, 0.19, -0.41], [-0.06, -0.16, 0.17], [-0.02, 0.02, 0.03], [-0.02, 0.03, 0.02], [-0.02, 0.02, 0.00], [-0.04, 0.07, -0.02], [0.00, 0.02, 0.04], [0.02, -0.03, 0.02], [0.03, 0.03, -0.02], [-0.08, -0.05, -0.02], [0.03, 0.01, -0.03], [0.09, 0.05, 0.03], [0.09, -0.12, -0.04], [0.07, -0.01, -0.22], [-0.04, -0.72, 0.38], [0.22, 0.41, -0.22], [-0.26, -0.07, 0.03], [0.25, 0.09, -0.15], [0.03, 0.10, 0.01], [0.03, -0.10, 0.10], [-0.15, 0.02, -0.03], [-0.05, 0.01, -0.01], [-0.01, -0.15, 0.06], [0.16, 0.07, -0.09], [0.08, 0.07, 0.03], [-0.03, 0.01, -0.10], [0.02, 0.00, 0.03], [-0.02, 0.03, 0.10], [0.10, -0.30, -0.09], [-0.18, 0.01, -0.25], [-0.03, 0.06, -0.18], [-0.05, 0.00, 0.02], [0.07, 0.13, 0.13], [0.06, 0.05, 0.32], [-0.01, -0.08, 0.01], [0.01, 0.00, 0.05], [-0.02, -0.01, 0.01], [-0.01, 0.00, -0.04], [-0.01, 0.03, -0.02], [-0.01, -0.01, -0.01], [-0.01, 0.01, 0.02], [-0.02, 0.01, -0.07], [0.01, -0.02, 0.02], [0.05, -0.04, 0.01], [-0.04, 0.01, -0.10], [-0.05, -0.08, -0.02], [0.04, -0.01, 0.05], [-0.06, -0.06, -0.01], [0.01, -0.02, 0.04], [-0.03, 0.05, 0.02], [0.02, 0.00, 0.05], [-0.01, 0.05, -0.01], [0.04, -0.02, 0.03], [0.02, 0.00, 0.00], [-0.01, 0.03, 0.04], [-0.04, -0.10, 0.12], [0.02, -0.03, 0.03], [0.00, 0.03, 0.04], [0.00, -0.02, -0.02], [0.02, 0.04, -0.01], [0.01, -0.02, -0.02], [-0.03, -0.01, -0.03], [-0.04, 0.04, -0.05], [0.00, 0.01, 0.02]]
}



2.
{
  "formula": "C2H11NO5",
  "method": "ωB97M-V with the def2-TZVPD basis set",
  "relative_energy_ev": 3.3269,
  "multiplicity": 1,
  "lumo_energy_ha": 0.0060,
  "energy_ev": -13977.5505,
  "max_force_ev_per_a": 7.15,
  "homo_lumo_gap_ev": 9.22,
  "homo_energy_ev": -9.06,
  "species": ["H", "O", "O", "H", "H", "C", "O", "C", "H", "H", "N", "H", "H", "O", "H", "H", "O", "H", "H"],
  "coordinates": [[-0.052487, 0.751652, 0.463021], [0.116630, 1.362211, 1.639389], [0.458135, -0.404826, -0.016634], [0.344432, 0.690521, 2.186761], [0.823349, 1.696717, 1.197439], [0.132069, -0.808274, -1.202540], [0.507586, -1.897167, -1.676019], [-0.636199, 0.305139, -1.987195], [-0.097755, 0.543983, -2.850619], [-1.578690, 0.033500, -2.418935], [-0.891737, 1.427665, -0.945498], [-0.344132, 2.200879, -1.202430], [-1.790282, 1.621795, -0.842214], [2.193585, 0.413160, 2.145705], [3.087852, 0.720552, 1.813625], [2.340816, -0.190695, 2.803701], [-1.442559, -3.007067, 0.661978], [-2.319713, -2.941600, 0.112636], [-0.850899, -2.518152, 0.117832]],
  "forces_ev_per_a": [[-0.01, -2.48, -0.90], [-6.41, 2.69, -1.69], [-0.52, 0.57, 0.44], [1.64, -2.96, 2.29], [3.85, 1.57, -0.87], [0.99, -0.48, -0.19], [-1.24, 1.80, 0.28], [-1.02, 0.15, 3.11], [1.36, 1.03, -0.97], [-0.66, -0.74, 0.23], [4.84, -3.06, -2.34], [0.34, 1.42, -0.30], [-4.77, 1.24, 0.32], [2.20, 2.70, -2.71], [-1.57, -0.82, 0.73], [0.93, -2.50, 2.52], [-3.68, -0.36, -0.89], [2.49, -0.33, 1.68], [1.25, 0.56, -0.74]]
}



3.
{
  "formula": "C22H15F6N2O5S",
  "method": "ωB97M-V with the def2-TZVPD basis set",
  "total_charge": 1,
  "multiplicity": 1,
  "lumo_energy_ha": -0.2104,
  "energy_ev": -63406.6805,
  "max_force_ev_per_a": 0.67,
  "homo_lumo_gap_ev": 6.03,
  "homo_energy_ev": -11.75,
  "species": ["O", "S", "O", "C", "C", "C", "C", "C", "O", "C", "F", "N", "N", "C", "F", "F", "C", "F", "F", "F", "H", "H", "H", "H", "H", "H", "H", "C", "C", "C", "C", "C", "C", "C", "O", "C", "C", "C", "C", "C", "C", "C", "O", "H", "H", "H", "H", "H", "H", "H", "H"],
  "coordinates": [[2.187330, 0.090631, -5.421123], [1.836874, -0.157800, -4.065535], [1.631049, -1.424223, -3.459727], [0.317176, 0.757196, -3.750473], [-0.478771, 0.521819, -2.644087], [-1.626728, 1.263450, -2.475790], [-2.557323, 1.096323, -1.322395], [-4.014603, 0.771793, -1.721501], [-4.526550, -0.041428, -0.691889], [-1.872926, 2.204556, -3.503594], [-2.946422, 2.965113, -3.436928], [-1.127453, 2.395941, -4.552941], [-0.047082, 1.661859, -4.641017], [2.983205, 0.778128, -2.916082], [4.141422, 0.138620, -2.970522], [2.412295, 0.628760, -1.720213], [3.183925, 2.308418, -3.209479], [2.830242, 2.585148, -4.484419], [4.449735, 2.658602, -3.036627], [2.379958, 3.015227, -2.402914], [-0.180472, -0.236760, -1.931056], [-2.523558, 2.007385, -0.715764], [-2.196138, 0.282146, -0.693748], [-4.023426, 0.215684, -2.666611], [-4.597078, 1.682651, -1.862695], [-5.386651, 0.274330, -0.402979], [0.518235, 1.815749, -5.476017], [-2.841002, -2.563189, 4.553601], [-1.944911, -3.495268, 5.064599], [-0.591479, -3.381844, 4.794506], [-0.127216, -2.333951, 4.010123], [-1.028271, -1.398988, 3.492493], [-2.385227, -1.518368, 3.768093], [-0.564416, -0.276279, 2.634466], [-1.340341, 0.520480, 2.145566], [0.900969, -0.175232, 2.364057], [1.363891, 0.871134, 1.577392], [2.709014, 0.964352, 1.270821], [3.607503, 0.022187, 1.761119], [3.155581, -1.004339, 2.573749], [1.802108, -1.107414, 2.875284], [1.336013, -2.235012, 3.740025], [2.122652, -3.031510, 4.198295], [-3.896747, -2.652483, 4.771852], [-2.304517, -4.311398, 5.676761], [0.120136, -4.094834, 5.187119], [-3.067442, -0.783013, 3.364775], [0.651810, 1.598690, 1.210988], [3.060434, 1.774557, 0.644362], [4.659377, 0.093296, 1.517411], [3.835817, -1.740892, 2.978666]],
  "forces_ev_per_a": [[-0.04, -0.17, -0.14], [-0.07, 0.43, 0.19], [0.15, -0.14, -0.15], [-0.06, -0.02, -0.04], [0.14, -0.16, 0.19], [-0.33, 0.20, 0.06], [0.12, 0.04, -0.02], [0.10, -0.11, 0.04], [-0.05, 0.04, 0.00], [-0.29, 0.11, 0.07], [0.40, -0.27, 0.01], [-0.06, 0.23, -0.25], [-0.02, -0.02, 0.03], [0.02, -0.11, -0.21], [0.04, 0.00, 0.02], [0.14, -0.01, 0.31], [0.05, 0.31, -0.35], [0.12, -0.06, 0.49], [-0.65, -0.14, 0.10], [0.35, -0.18, -0.28], [-0.04, 0.01, 0.01], [-0.02, -0.04, 0.01], [-0.02, 0.03, 0.02], [-0.03, 0.00, 0.01], [0.03, -0.01, 0.02], [-0.03, 0.01, -0.05], [0.06, 0.01, -0.03], [0.00, 0.01, 0.00], [0.00, 0.00, 0.00], [-0.03, -0.01, 0.03], [0.04, 0.01, -0.01], [0.02, 0.05, -0.03], [-0.03, -0.02, 0.04], [0.12, -0.14, 0.06], [-0.09, 0.04, -0.14], [-0.07, 0.01, 0.06], [0.02, 0.01, -0.14], [0.06, 0.04, -0.02], [-0.04, -0.01, 0.05], [0.01, 0.01, -0.05], [-0.01, -0.06, -0.01], [-0.01, 0.04, -0.01], [-0.01, -0.01, -0.01], [0.00, -0.01, 0.00], [0.00, 0.00, 0.00], [0.02, 0.00, -0.01], [0.01, 0.01, -0.02], [-0.02, 0.02, 0.02], [0.04, 0.03, 0.06], [0.00, 0.02, 0.01], [-0.01, -0.01, 0.01]]
}



4.
{
  "formula": "C6H23NO4",
  "method": "ωB97M-V with the def2-TZVPD basis set",
  "relative_energy_ev": 0.0000,
  "total_charge": 1,
  "multiplicity": 2,
  "lumo_energy_ha": [-0.0968, -0.2767],
  "energy_ev": -16265.8920,
  "max_force_ev_per_a": 5.13,
  "homo_lumo_gap_ev": [11.71, 6.82],
  "homo_energy_ev": [-14.35, -14.35],
  "species": ["C", "C", "N", "C", "C", "C", "C", "H", "H", "H", "H", "H", "H", "H", "H", "H", "H", "H", "H", "H", "H", "H", "H", "H", "O", "H", "H", "O", "H", "H", "O", "H", "H", "O"],
  "coordinates": [[-2.054260, 1.064678, 0.537853], [-1.137015, 1.254684, 1.782003], [0.273035, 0.902162, 1.492268], [0.931534, 1.954058, 0.717295], [0.759338, 2.027032, -0.799013], [0.452503, -0.439326, 0.935253], [0.469710, -1.354864, 2.195977], [-1.987867, 1.988830, -0.028657], [-3.100060, 0.959898, 0.794295], [-1.763626, 0.144987, 0.060384], [-1.179767, 2.181824, 2.343251], [-1.564114, 0.539910, 2.491137], [2.009545, 1.873759, 0.976279], [0.863664, 2.883693, 1.292630], [1.553275, 2.592796, -1.259864], [-0.241745, 2.433183, -0.953986], [0.612626, 1.039204, -1.237750], [1.494514, -0.463264, 0.622734], [-0.134876, -0.754481, 0.088624], [0.657880, -2.406556, 2.015737], [-0.463339, -1.229587, 2.742977], [1.250741, -0.996774, 2.864750], [2.661386, -1.640537, -1.195087], [3.326168, -0.220564, -0.947861], [3.454808, -1.169496, -0.933866], [-0.796290, -2.988603, 0.220391], [-0.062161, -2.183891, -0.988695], [-0.460043, -3.008904, -0.676859], [-2.697836, -0.215199, -1.488228], [-2.899842, -0.471694, -2.979919], [-2.446404, 0.104504, -2.356299], [0.126847, -1.015339, -3.015052], [1.215725, -2.104979, -2.842807], [0.875931, -1.281151, -2.469883]],
  "forces_ev_per_a": [[0.46, 1.34, 0.53], [-0.56, -1.48, 1.86], [-3.00, 0.75, -4.10], [3.18, 0.88, 2.44], [-2.00, -0.80, 0.54], [2.89, -0.91, 2.62], [-0.66, 0.40, 0.04], [0.02, -0.48, -0.74], [-0.11, 0.03, 0.66], [0.13, 0.19, -0.49], [0.03, 0.49, -0.66], [0.54, -0.21, 0.15], [-0.05, -0.88, -0.59], [-1.26, 0.24, -0.57], [0.07, 0.10, -0.06], [0.41, 0.68, -0.40], [0.78, -0.11, -0.05], [0.01, 0.07, -0.54], [-0.68, 0.48, 0.20], [-0.02, -0.04, -0.37], [-0.10, -0.36, 0.03], [0.12, -0.03, -0.06], [-0.16, 0.54, -0.14], [-0.39, -0.04, -0.38], [0.65, -0.42, 0.58], [0.15, 0.36, 0.01], [-0.12, -0.19, 0.20], [-0.10, -0.48, -0.44], [-0.26, -0.17, -0.12], [-0.09, 0.01, -0.04], [0.33, 0.01, -0.09], [-0.03, -0.06, -0.12], [-0.15, 0.09, -0.22], [-0.03, 0.01, 0.32]]
}